Entry 1:
Entry from the Open Molecules 2025 dataset: C35H34FInN5O9S2 as an isolated structure in a non-equilibrium geometry (ωB97M-V with the def2-TZVPD basis set).

Output
E: -3391.71166 Eh
orbital gap: 6.711 eV
largest force on an atom: 0.021 hartree/bohr
net charge: -1
HOMO: -5.92 eV
M: 866.633 g mol⁻¹

CARTESIAN COORDINATES (ANGSTROEM)
In1 -0.384 0.695 -2.588
O1 4.327 4.841 -1.744
C1 3.393 3.865 -1.847
C2 3.409 2.942 -2.889
C3 2.397 2.003 -2.947
N1 1.445 1.971 -2.035
C4 1.430 2.818 -1.017
C5 2.394 3.795 -0.877
C6 0.344 2.522 0.010
O2 0.363 3.146 1.079
O3 -0.447 1.576 -0.292
C7 2.320 0.920 -4.031
O4 3.230 0.887 -4.850
O5 1.305 0.148 -3.961
H1 4.953 4.756 -2.469
H2 4.184 2.932 -3.646
H3 2.381 4.482 -0.043
S1 0.187 -1.623 -1.130
C8 0.602 -0.996 0.387
N2 -0.289 -0.848 1.350
C9 0.081 -0.171 2.585
C10 1.370 -0.778 3.072
N3 2.378 -0.630 2.034
C11 3.755 -0.521 2.496
C12 3.998 0.655 3.411
C13 3.342 1.865 3.222
C14 3.592 2.938 4.065
C15 4.502 2.813 5.104
C16 5.154 1.605 5.302
C17 4.897 0.529 4.466
C18 2.053 -0.737 0.721
S2 3.185 -0.709 -0.481
C19 -1.690 -1.236 1.219
C20 -1.950 -2.468 2.053
C21 -2.656 -2.407 3.247
C22 -2.816 -3.544 4.027
C23 -2.268 -4.750 3.620
C24 -1.566 -4.819 2.424
C25 -1.410 -3.686 1.643
H4 -0.712 -0.310 3.317
H5 0.200 0.900 2.388
H6 1.220 -1.843 3.296
H7 1.720 -0.272 3.970
H8 4.378 -0.444 1.607
H9 4.020 -1.451 3.014
H10 2.620 1.982 2.426
H11 3.061 3.867 3.900
H12 4.703 3.651 5.760
H13 5.863 1.494 6.113
H14 5.400 -0.419 4.625
H15 -1.882 -1.435 0.171
H16 -2.312 -0.398 1.538
H17 -3.092 -1.468 3.569
H18 -3.368 -3.487 4.957
H19 -2.380 -5.634 4.236
H20 -1.140 -5.760 2.097
H21 -0.860 -3.735 0.710
F1 -4.282 -2.109 0.197
C26 -3.840 -2.997 -0.715
C27 -3.036 -2.585 -1.710
N4 -2.568 -3.428 -2.677
C28 -1.675 -2.939 -3.737
C29 -2.172 -1.595 -4.354
O6 -2.713 -1.624 -5.446
O7 -1.990 -0.558 -3.614
C30 -2.918 -4.767 -2.677
O8 -2.552 -5.571 -3.509
N5 -3.730 -5.146 -1.622
C31 -4.244 -4.376 -0.579
O9 -4.929 -4.875 0.291
H22 -2.741 -1.549 -1.806
H23 -1.625 -3.705 -4.501
H24 -0.682 -2.765 -3.317
H25 -3.987 -6.121 -1.620
C32 -3.019 3.134 -1.719
C33 -1.845 3.543 -2.601
C34 -2.194 4.779 -3.442
C35 -1.434 2.409 -3.526
H26 -3.290 3.935 -1.028
H27 -2.745 2.255 -1.133
H28 -3.892 2.889 -2.329
H29 -1.005 3.812 -1.948
H30 -2.993 4.543 -4.147
H31 -1.322 5.109 -4.009
H32 -2.522 5.605 -2.804
H33 -0.704 2.732 -4.274
H34 -2.285 1.950 -4.027

Löwdin atomic charge list, values in e, 8 entries: number 1, In, carries 0.8667; number 2, O, carries 0.0713; number 3, C, carries -0.2780; number 4, C, carries 0.0731; number 5, C, carries -0.1718; number 6, N, carries 0.0821; number 7, C, carries -0.1689; number 8, C, carries 0.0827

=====

Entry 2:
Entry from the Open Molecules 2025 dataset: C18H48F6NO12S10Tl as an isolated structure in a non-equilibrium geometry (ωB97M-V with the def2-TZVPD basis set).

Output
E: -6425.01149 Eh
orbital gap: 6.845 eV
largest force on an atom: 0.053 hartree/bohr
net charge: +2
HOMO: -12.55 eV
M: 1109.618 g mol⁻¹

CARTESIAN COORDINATES (ANGSTROEM)
Tl1 -1.234 -12.543 16.705
C1 -5.580 -13.781 16.643
F1 -6.833 -13.840 16.324
F2 -5.553 -13.548 17.955
F3 -5.086 -15.021 16.487
S1 -4.639 -12.370 15.797
O1 -5.439 -11.955 14.689
O2 -4.490 -11.416 16.855
N1 -3.150 -12.927 15.414
S2 -3.042 -13.564 13.880
O3 -1.678 -14.004 13.945
O4 -4.080 -14.470 13.555
C2 -3.254 -12.153 12.566
F4 -2.367 -12.303 11.643
F5 -4.469 -12.273 12.053
F6 -3.153 -10.915 12.980
C3 0.781 -5.060 15.013
S3 -0.013 -5.753 16.378
O5 -0.265 -7.221 16.087
C4 1.361 -5.635 17.560
H1 1.323 -4.165 15.318
H2 0.030 -4.767 14.273
H3 1.479 -5.815 14.641
H4 1.083 -6.400 18.263
H5 1.425 -4.642 17.957
H6 2.275 -5.948 16.986
C5 -4.821 -8.883 22.185
S4 -4.271 -9.628 20.652
O6 -3.099 -10.540 20.925
C6 -5.499 -10.869 20.218
H7 -3.940 -8.463 22.625
H8 -5.401 -9.577 22.879
H9 -5.475 -8.011 21.897
H10 -5.782 -11.387 21.153
H11 -5.135 -11.616 19.514
H12 -6.309 -10.249 19.798
C7 -0.678 -16.954 15.167
S5 0.175 -15.400 15.613
O7 -0.664 -14.697 16.764
C8 1.624 -16.116 16.498
H13 -1.468 -16.719 14.491
H14 -1.127 -17.294 16.169
H15 0.124 -17.632 14.769
H16 1.242 -16.890 17.162
H17 2.144 -15.280 16.915
H18 2.245 -16.685 15.785
C9 -1.454 -15.284 20.066
S6 -1.617 -13.518 20.060
O8 -2.105 -13.214 18.632
C10 -3.186 -13.363 21.080
H19 -1.491 -15.686 21.054
H20 -0.523 -15.495 19.507
H21 -2.285 -15.725 19.522
H22 -2.861 -13.660 22.045
H23 -3.922 -13.975 20.556
H24 -3.413 -12.316 21.130
C11 0.539 -9.310 14.198
S7 1.119 -10.590 15.161
O9 0.111 -11.760 15.162
C12 2.468 -11.110 14.154
H25 0.296 -8.576 14.996
H26 -0.316 -9.637 13.599
H27 1.293 -8.886 13.566
H28 2.262 -11.025 13.086
H29 2.804 -12.143 14.423
H30 3.227 -10.357 14.350
C13 -3.511 -8.538 16.311
S8 -2.782 -9.479 17.702
O10 -1.639 -10.376 17.157
C14 -1.705 -8.266 18.465
H31 -2.975 -7.662 15.905
H32 -4.469 -8.200 16.754
H33 -3.734 -9.154 15.447
H34 -1.617 -8.512 19.533
H35 -1.936 -7.185 18.362
H36 -0.679 -8.517 18.125
C15 0.206 -10.573 19.734
S9 1.481 -11.727 19.039
O11 0.976 -12.428 17.773
C16 2.733 -10.557 18.539
H37 0.547 -9.524 19.959
H38 -0.092 -11.066 20.657
H39 -0.643 -10.521 19.020
H40 3.668 -11.149 18.251
H41 3.105 -9.872 19.298
H42 2.532 -9.916 17.723
C17 0.895 -7.311 24.413
S10 -0.113 -6.428 23.324
O12 -1.467 -7.145 23.334
C18 -0.366 -4.920 24.213
H43 0.409 -7.271 25.378
H44 1.999 -7.039 24.505
H45 0.854 -8.358 24.132
H46 -1.211 -4.431 23.728
H47 0.489 -4.320 24.039
H48 -0.622 -5.065 25.266

Löwdin atomic charge list, values in e, 8 entries: number 1, Tl, carries 0.9177; number 2, C, carries -0.6532; number 3, F, carries 0.2012; number 4, F, carries 0.1192; number 5, F, carries 0.1381; number 6, S, carries 0.6299; number 7, O, carries -0.2278; number 8, O, carries -0.3404